# 1
84
Properties=species:S:1:pos:R:3:forces:R:3 method="wB97M-V/def2-TZVPD" total_charge=+1 total_energy_ha=-6993.32127 e_lumo_ev=-4.03 homo_lumo_gap_ev=1.93 homo_ev=-6.0
C -5.825482 -8.159757 -1.175781 0.009 -0.033 -0.031
O -3.561607 -2.475838 -1.945412 0.772 0.195 -0.216
H -1.337255 -3.202033 -3.114992 -0.065 0.116 0.832
C 2.259843 -1.859991 3.500967 -0.611 -0.024 0.318
C -4.454576 -3.810767 -0.065466 -1.670 0.440 0.471
O -2.392078 0.216793 -1.574589 1.158 0.073 1.077
O -5.412304 -4.209808 -0.651405 0.547 0.256 0.234
Cl -4.564097 -6.923122 -1.059507 -0.023 -0.448 -0.085
H -5.530290 -3.192782 1.693592 0.468 0.342 -0.383
O 0.486600 -4.675821 0.151577 -1.307 1.291 0.718
O -3.158662 -4.150928 -0.524746 0.886 0.663 -0.239
H -2.152798 -1.742390 0.901423 0.525 -0.482 0.031
H 1.336903 -1.266771 3.304267 0.839 -0.225 0.101
H 3.587987 6.523854 3.705843 -0.228 0.250 -0.296
C 1.499506 -3.470429 1.895262 0.972 0.071 -0.377
K 4.444992 -0.388305 2.726626 1.127 1.108 -1.315
C -1.303669 -3.373390 -2.011667 -0.673 -0.798 -0.050
H 2.693706 0.771486 -0.142303 -0.697 -0.479 -0.011
C 5.261242 7.262518 2.519519 0.077 0.185 -0.010
H 1.086868 6.867133 -4.520656 -0.033 -0.022 -0.001
Mg -7.418850 -0.943310 -1.111112 2.060 1.546 -1.256
H -0.975535 -4.427330 -1.882752 0.001 0.740 0.413
O 1.855705 6.234532 -4.531505 0.046 -0.008 0.023
H 5.988970 6.796410 1.823957 0.235 -0.227 0.319
Cl -5.415718 -9.525825 -0.122440 -0.036 0.090 -0.068
C -0.560465 0.657834 1.347015 -0.332 -0.021 0.097
C 1.996841 -3.102340 -0.752866 -0.813 -1.642 1.395
O -5.060663 0.912765 -0.585663 -0.537 -1.091 0.495
H 4.954765 5.471600 3.728290 0.372 -0.174 -0.339
H -0.859854 -2.038362 2.126762 -0.455 0.043 -0.711
O -6.135248 -0.345980 -2.491365 -1.640 -2.078 0.666
C -2.761708 -3.253390 -1.529035 -0.641 -0.017 0.186
H 2.014622 -2.590648 4.309987 0.385 0.525 -0.450
O -6.612351 2.111330 -2.165947 -0.308 -0.628 0.323
C -4.571969 -2.939257 1.206623 1.005 -0.861 -0.423
H 3.422555 -3.140450 2.493799 -0.275 -0.185 -0.350
C -0.068303 -2.160355 0.109070 -0.548 -0.265 1.132
C -1.416613 -0.335624 -1.809125 -0.887 -0.919 -0.594
Cl -7.374287 -7.468719 -0.669373 0.141 -0.049 -0.033
H 4.624156 7.848349 1.824171 -0.302 0.146 0.297
C -0.325675 -2.287229 -1.425495 -0.235 -0.937 -0.848
H 1.174543 1.110165 -1.056428 1.405 -2.352 0.561
N -0.490153 -1.090433 -2.243690 -0.495 0.371 2.337
Cl -1.959898 0.750899 -7.035362 0.058 0.049 -0.062
H 7.758168 10.737004 4.609382 -0.047 -0.076 -0.022
H 1.420392 -2.086014 -2.527405 -0.133 -0.004 0.274
H -0.004988 -4.934904 0.947173 -0.166 -0.304 -0.435
H 0.699204 -3.366182 2.664535 0.302 0.067 -0.855
H -0.525638 0.596650 2.459661 0.001 -0.098 -0.764
P -5.527722 1.040812 -2.059721 0.818 2.712 -0.465
H 6.548811 10.724907 5.755378 0.009 -0.052 -0.037
O 5.773400 7.926484 3.566279 0.855 1.256 0.732
H 3.057236 -1.162664 3.878756 -1.826 -1.415 0.388
C 0.959898 -3.338806 0.436938 0.788 -0.040 -0.861
O -4.353077 1.386862 -2.976549 -0.097 -0.567 0.089
N 1.044607 -2.808110 -1.892710 1.758 0.620 -0.411
H -0.287069 1.708986 1.100072 -0.211 -0.816 -0.245
C -1.890032 1.541994 -5.455221 -0.415 0.304 0.189
H -2.855933 1.995304 -5.240530 -0.049 -0.244 0.124
C 4.323763 6.052086 3.021331 -0.221 0.011 -0.179
H -4.502900 -1.866290 0.907233 -0.150 -0.624 0.241
H 1.550379 5.289178 -4.440823 -0.024 -0.018 0.022
C 1.811362 0.248042 -0.572818 -1.258 0.181 -1.081
Cl 1.381565 2.926405 -0.868343 -0.312 0.773 -0.398
H 2.417875 6.359142 -5.342113 0.001 -0.005 -0.002
H -3.733940 -3.220508 1.886025 -0.646 0.458 -0.334
H 1.871291 -4.517300 2.012526 -0.275 0.700 -0.327
N 7.158976 10.143330 5.181484 0.157 0.300 0.283
Na 1.478962 5.155743 -0.761503 0.443 1.683 0.827
H -1.115845 2.303122 -5.477599 0.059 -0.156 -0.028
P 0.735093 -0.546190 0.723102 1.175 0.094 0.839
Cl -1.516879 0.386727 -4.174685 0.245 0.480 -1.836
H 1.044963 -3.670381 -2.448893 -0.706 0.179 0.042
H -1.468297 -3.431148 1.220499 -0.357 0.830 -0.256
H 2.771522 -2.350471 -0.534475 -0.617 -0.290 -0.447
C -1.252017 -2.343328 1.127184 0.518 -0.336 -0.109
H -1.600458 0.417705 1.045101 0.615 0.488 -0.073
H 6.585492 9.543156 4.567975 -0.731 -1.256 -0.994
H 2.181369 -0.431938 -1.371530 -0.339 0.288 0.524
H 7.734506 9.554021 5.782479 -0.080 -0.086 -0.098
I 2.826226 -5.058475 -1.260265 1.005 0.701 -0.109
Cl -5.948531 -8.722061 -2.850134 0.016 0.051 0.152
N 2.632125 -2.552358 2.214097 0.052 0.139 1.892
O 3.826439 5.385210 1.978005 -0.434 -0.468 -0.126

# 2
66
Properties=species:S:1:pos:R:3:forces:R:3 method="wB97M-V/def2-TZVPD" e_above_lowest_kj_mol=66.8 total_charge=-1 total_energy_ha=-7747.67667 e_lumo_ev="2.37 / 1.78" homo_lumo_gap_ev="5.15 / 4.62" s2=6.260 multiplicity=5 homo_ev="-2.8 / -2.8"
H -0.404705 -3.428794 1.431106 -0.008 -0.007 0.005
H -0.774994 -1.941818 -1.095440 -0.001 0.017 0.016
Se 2.046218 3.128440 0.173786 -0.279 -0.201 0.028
H -0.055606 3.358306 -2.224759 0.014 0.002 0.004
H -1.886311 3.701943 -3.861911 0.010 0.002 0.004
H 3.653836 -4.300463 1.288550 0.008 -0.006 0.005
H 1.267680 2.311537 -3.933977 -0.023 -0.013 -0.006
H -3.425560 2.879222 3.283599 0.026 -0.110 -0.003
C -1.594057 2.684901 -3.584756 -0.002 0.018 -0.022
H -2.534304 -1.867242 -0.989685 0.000 0.000 -0.016
Te 4.258270 2.218034 -0.555351 0.239 -0.240 -0.026
C 1.810258 -5.268752 1.893955 0.009 -0.009 -0.006
C 0.194217 -3.407936 2.343163 -0.046 0.012 0.016
H -1.557469 4.423653 3.214944 0.033 0.005 -0.088
C 1.545335 -0.815929 -2.462593 0.023 -0.021 -0.003
C -1.789075 -0.594996 -3.269129 0.004 0.010 -0.006
N 1.400121 -2.612965 2.070150 0.099 -0.070 -0.222
O -2.890200 0.376196 2.931962 -0.233 -0.057 -0.085
O -1.637972 1.083871 1.211183 -0.279 -0.834 -0.043
H 2.013155 1.174948 -1.902876 0.041 -0.020 0.012
H -1.144757 -1.456828 -3.439684 0.028 0.000 -0.007
H 2.596872 -0.946735 -2.730252 -0.003 0.006 0.019
C 2.651324 -3.024717 2.709964 -0.027 0.049 0.018
C 3.052797 -4.407821 2.192553 -0.003 0.011 -0.017
H 3.402507 -2.265124 2.510743 0.034 0.050 -0.006
H -0.232977 -5.490643 2.605742 0.002 0.008 -0.007
H -1.550293 0.151783 -4.021724 -0.011 -0.009 -0.005
N -0.393366 3.379963 1.776225 0.260 -0.108 0.127
H 2.345203 0.973769 -4.282778 -0.005 0.003 0.012
P -0.272653 1.130645 -1.500545 0.087 0.059 -0.037
Te 3.438413 1.084933 3.590544 0.296 -0.157 -0.166
C 1.228669 0.678934 -2.486861 -0.015 0.099 0.036
C -1.640554 -0.089931 -1.827588 -0.046 -0.003 0.014
H 2.027751 -6.323458 2.068199 0.006 0.005 -0.004
H -3.094943 3.191041 1.568117 -0.043 0.053 0.001
Se 0.994451 1.144059 3.596705 -0.267 0.078 -0.387
C -0.942252 2.717219 -2.202310 0.024 -0.067 -0.045
H 1.544447 -5.175536 0.837496 -0.007 0.012 0.003
H -0.602315 4.092817 1.085274 0.165 -0.011 0.072
H -2.529810 0.500204 -1.577323 0.029 0.010 0.036
H 0.531670 3.591503 2.138407 0.111 0.304 0.179
H -2.504876 2.082410 -3.575007 -0.003 0.017 0.011
H -0.397721 -2.928535 3.126485 -0.007 0.011 -0.011
H -2.245205 4.313835 -1.553367 0.001 0.002 -0.006
H -0.942645 2.846978 3.701973 -0.033 0.138 -0.041
H -2.838917 2.702887 -1.133906 0.002 0.005 0.003
H 1.401403 -1.253494 -1.476936 0.024 0.017 -0.033
H -1.515362 3.394648 -0.222870 -0.134 -0.074 -0.146
H 0.616074 0.789330 -4.587974 0.002 -0.010 -0.012
C -1.380110 3.400072 2.867665 -0.189 -0.064 0.143
Cr 0.339573 1.433903 0.964528 -0.025 0.324 0.471
N 1.158546 -0.530045 0.789253 -0.187 0.396 -0.212
H -2.817998 -0.924841 -3.439781 0.005 -0.012 0.006
C 1.300239 -1.512302 1.378566 -0.044 0.142 0.420
H 3.685228 -4.889911 2.941222 -0.012 0.006 0.013
H 2.488584 -3.035798 3.790602 0.007 0.016 -0.009
C -1.617060 -1.283027 -0.866955 0.025 -0.034 -0.035
C 1.350044 1.224745 -3.906061 0.044 0.007 -0.005
H 0.946359 -1.369507 -3.187073 -0.032 -0.015 -0.016
C 0.618781 -4.821915 2.736411 -0.007 0.005 0.020
C -2.441735 1.252268 2.212610 0.435 0.324 0.180
H -1.554083 -0.959145 0.169434 -0.033 0.017 0.006
H -0.938499 2.306181 -4.364378 -0.018 -0.004 0.000
C -2.700568 2.738118 2.481605 -0.045 -0.112 -0.123
H 0.880937 -4.854767 3.797023 0.005 0.003 0.000
C -1.940006 3.319680 -1.215890 -0.034 0.027 -0.022

# 3
66
Properties=species:S:1:pos:R:3:forces:R:3 method="wB97M-V/def2-TZVPD" total_charge=-1 total_energy_ha=-3607.74740 e_lumo_ev=2.13 homo_lumo_gap_ev=7.65 homo_ev=-5.5
C 2.680204 -2.450023 -0.641297 0.738 -0.463 0.254
C -1.295523 8.348419 0.917417 -0.090 -0.012 -0.011
C -1.252641 0.829897 -0.881961 -0.048 -0.119 -0.239
O 1.510084 -3.012839 -0.317296 0.170 0.697 0.221
H 2.739826 -0.150919 3.159481 0.008 0.087 -0.088
H -0.243986 0.420731 -1.035219 -0.060 0.040 0.095
C -0.077843 -6.696801 -4.944742 -0.145 0.132 -0.039
H -1.753449 7.725192 0.149682 0.034 -0.021 -0.006
H -1.117259 -5.004206 0.658990 -0.025 -0.012 0.059
H -3.258025 5.728729 0.365156 -0.001 0.005 -0.021
C 1.007518 -5.798147 -5.494635 -0.001 -0.090 0.089
C -3.228814 6.235989 2.426429 0.011 0.028 -0.126
H 1.417818 2.234270 0.586735 -0.074 -0.080 0.124
H 1.788283 -2.600608 1.704436 0.060 0.108 0.032
H -0.633720 6.730667 2.209167 -0.009 -0.009 -0.007
H 1.891298 0.149143 1.652793 0.044 0.049 0.046
H 3.251622 1.192914 2.106004 -0.026 -0.039 0.105
H 0.001332 -4.537740 -3.392958 0.000 -0.003 0.003
C 1.089908 -4.593000 -3.376298 -0.032 0.031 0.129
H 2.682555 -5.556592 -2.300839 0.001 0.057 0.016
H -0.463017 0.786748 1.414229 -0.135 -0.015 -0.068
H -1.633168 1.135389 -1.861104 0.013 0.066 0.154
C 2.389789 0.642470 2.492993 -0.044 -0.166 -0.099
H 1.662501 -1.511007 -2.316108 -0.003 0.009 0.067
H -1.673832 5.433287 1.100971 -0.021 0.055 -0.073
H 0.388797 -7.617073 -4.595120 0.011 -0.014 0.021
H 1.252321 -6.567668 -2.511209 -0.030 0.018 0.014
H 2.355573 -0.418999 -1.105169 -0.056 -0.091 -0.056
C -0.640775 1.841866 1.188091 0.197 0.340 0.142
O -4.236616 5.988494 3.024841 -0.112 -0.029 0.027
C 0.661112 2.641870 1.273043 -0.196 0.161 -0.239
O -1.319434 -1.384914 0.091076 0.151 0.361 -0.025
O -1.212423 2.020876 -0.100539 0.077 -0.232 0.046
C 1.592338 -5.548082 -2.321615 0.041 -0.218 -0.077
H -1.324350 2.258941 1.939855 0.004 -0.199 -0.059
O 3.759879 -2.750512 -0.158130 -1.040 0.383 -0.272
C -2.122685 -0.281130 -0.281828 0.117 -0.113 0.234
I -0.635572 -4.295915 4.062451 0.007 0.018 0.000
H -2.634734 0.115353 0.604963 -0.064 0.035 -0.095
Ga -0.601528 -3.734192 1.475374 -0.017 0.057 -0.285
C -2.746588 5.396442 1.267877 0.180 -0.180 0.169
H 0.523418 1.018099 3.505314 0.075 0.063 -0.057
C -1.238646 7.636781 2.253169 0.077 0.041 -0.035
H -2.889191 -0.603481 -0.999624 -0.009 0.010 0.042
C -1.782915 -2.103611 1.247563 0.049 -0.241 -0.171
H -1.883973 9.261818 1.004614 0.017 0.014 0.007
C 2.516475 -1.348912 -1.661379 0.352 -0.051 -0.100
H -0.754599 -6.940522 -5.759344 0.065 -0.049 -0.039
H -1.769208 -1.440620 2.123828 -0.097 -0.001 -0.026
H 1.941363 -4.297362 1.283051 0.032 0.094 -0.020
O -2.540084 7.348679 2.771420 0.059 0.008 0.078
O 1.396153 -5.902258 -6.627683 0.025 -0.034 -0.116
H 3.444792 -1.245903 -2.229738 -0.200 0.003 0.035
H 1.225957 -5.237900 -1.345784 -0.012 0.016 0.034
O 1.153244 2.777144 2.589524 0.013 0.067 -0.047
H -0.649427 -6.266538 -4.127832 0.043 -0.037 0.043
O 1.592571 -4.898437 -4.691434 -0.032 0.108 -0.016
H -0.289669 8.611151 0.588323 0.013 0.004 0.009
C 1.448420 1.557342 3.255805 0.050 -0.213 0.193
H 1.908567 1.846424 4.205769 -0.076 0.079 -0.149
H 0.442731 3.659151 0.928312 0.061 -0.112 0.059
H -3.018607 4.361615 1.457886 -0.123 0.022 -0.031
H -0.787711 8.283168 3.004469 -0.012 0.008 0.011
C 1.355055 -3.392419 1.096460 -0.018 -0.560 0.006
H 1.452051 -3.588145 -3.178257 0.039 0.008 -0.020
H -2.813540 -2.442582 1.069581 -0.027 0.121 0.146